Version w
Here is 3 unconnected molecules or ions with the total composition C2H10N2O3 from the Open Molecules 2025 dataset. Energies are from wB97M-V/def2-TZVPD.

Values from the calculation:
SMILES string   CNC(N)=O.O.O
Total charge   0
HOMO-LUMO gap   10.6 eV
E_HOMO   -10.0 eV

Atoms and positions in Å:
C -0.699 1.765 -0.753
N 0.100 1.161 -1.881
C 1.160 0.432 -1.364
N 2.289 0.485 -2.123
O 1.175 -0.214 -0.363
H -0.867 2.798 -0.872
H -1.617 1.345 -0.613
H -0.062 1.709 0.110
H -0.400 0.740 -2.610
H 2.325 0.980 -3.063
H 3.045 -0.232 -2.171
H -0.764 -1.162 0.542
H 0.396 -1.092 1.543
O -0.503 -1.361 1.467
H -1.261 -2.048 3.670
H -2.417 -2.492 4.570
O -1.899 -2.815 3.910

For reference, the natural (NBO) charges in units of e are:
1. C -0.409
2. N -0.684
3. C 0.783
4. N -0.834
5. O -0.647
6. H 0.193
7. H 0.190
8. H 0.220
9. H 0.394
10. H 0.390
11. H 0.404
12. H 0.482
13. H 0.482
14. O -0.962
15. H 0.486
16. H 0.452
17. O -0.939

---

Version x
Here is 4 unconnected molecules or ions with the total composition C2H10N2O3 from the Open Molecules 2025 dataset. Energies are from wB97M-V/def2-TZVPD.

Values from the calculation:
Total charge   0
HOMO-LUMO gap   3.3 eV
E_HOMO   -8.9 eV

Atoms and positions in Å:
O 2.038 -0.356 1.023
C 2.676 0.474 0.353
N 2.202 1.096 -0.747
C -0.878 1.297 -0.057
N -2.085 1.209 0.649
H 3.742 0.602 0.596
H 2.963 1.403 -1.404
H -1.018 2.275 -0.591
H 0.073 1.322 0.549
H -2.819 1.802 0.260
H -0.751 0.619 -0.935
H -1.256 -1.810 -0.608
H 0.164 -1.696 -1.178
O -0.723 -1.932 -1.469
H -2.921 -2.073 0.755
H -2.346 0.176 0.697
O -2.245 -1.386 0.541

For reference, the natural (NBO) charges in units of e are:
1. O -0.476
2. C 0.405
3. N -0.564
4. C -0.459
5. N -0.533
6. H 0.099
7. H 0.347
8. H 0.202
9. H 0.275
10. H 0.374
11. H 0.305
12. H 0.496
13. H 0.461
14. O -0.925
15. H 0.465
16. H 0.431
17. O -0.903

---

Energies relative to the minimum, hartree: version w 0.0000; version x 0.2969

---

Version w
Here is 2 unconnected molecules or ions with the total composition C6H5BrO from the Open Molecules 2025 dataset. Energies are from wB97M-V/def2-TZVPD.

Values from the calculation:
Total charge   0
HOMO-LUMO gap (alpha / beta)   8.1 / 8.1 eV
E_HOMO (alpha / beta)   -9.2 / -9.2 eV

Atoms and positions in Å:
C -1.564 0.138 -0.132
C -0.801 1.261 0.315
C -0.991 -1.029 -0.502
C 0.539 1.200 0.505
C 0.429 -1.246 -0.283
C 1.106 -0.098 0.372
O 0.912 -1.192 1.073
Br 3.724 0.153 -0.318
H -2.625 0.280 -0.273
H -1.316 2.200 0.458
H -1.551 -1.793 -1.019
H 1.155 2.055 0.718
H 0.983 -1.930 -0.913

For reference, the natural (NBO) charges in units of e are:
1. C -0.200
2. C -0.175
3. C -0.187
4. C -0.271
5. C -0.037
6. C 0.529
7. O -0.387
8. Br -0.453
9. H 0.227
10. H 0.233
11. H 0.226
12. H 0.262
13. H 0.235

---

Version x
Here is 2 unconnected molecules or ions with the total composition C6H5BrO from the Open Molecules 2025 dataset. Energies are from wB97M-V/def2-TZVPD.

Values from the calculation:
Total charge   0
HOMO-LUMO gap (alpha / beta)   6.7 / 6.9 eV
E_HOMO (alpha / beta)   -7.8 / -8.0 eV

Atoms and positions in Å:
C 0.781 -2.123 -0.375
C 0.387 -0.810 -0.174
C -0.369 -2.912 -0.327
C -0.988 -0.868 0.031
C -1.302 3.069 -0.078
C -1.831 0.213 0.112
O -1.401 -2.175 -0.034
Br -3.652 -0.191 0.166
H 1.707 -2.509 -0.646
H 0.884 0.096 -0.136
H -0.569 -4.002 -0.371
H -1.966 3.839 0.188
H -1.302 3.239 -1.250

For reference, the natural (NBO) charges in units of e are:
1. C -0.342
2. C -0.101
3. C 0.218
4. C -0.014
5. C -0.195
6. C -0.099
7. O -0.371
8. Br 0.072
9. H 0.232
10. H 0.253
11. H 0.218
12. H 0.058
13. H 0.072

---

Energies relative to the minimum, hartree: version w 0.0000; version x 0.1867

---

Version w
Here is a gas-phase ion, C6H11N4O2 (charge +1) from the Open Molecules 2025 dataset. Energies are from wB97M-V/def2-TZVPD.

Values from the calculation:
SMILES string   CON(C)OCN1C=NC=[N+]=C1
Total charge   +1
HOMO-LUMO gap   8.5 eV
E_HOMO   -13.6 eV

Atoms and positions in Å:
C 0.203 2.062 1.902
C -0.890 3.485 0.478
C -1.303 1.304 0.375
C 1.177 -0.496 -1.787
C 0.025 -0.335 1.517
C -0.059 -3.148 -1.104
N 0.046 3.295 1.482
N -0.518 1.012 1.406
N -1.542 2.525 -0.023
N 0.133 -0.619 -0.778
O 0.927 -0.526 0.443
O -0.596 -1.796 -0.857
H 0.931 1.846 2.672
H -1.029 4.501 0.082
H 1.159 -1.427 -2.233
H 0.847 0.388 -2.498
H 2.235 -0.282 -1.331
H -0.663 -1.193 1.327
H -1.904 0.479 -0.001
H 0.669 -0.625 2.342
H -0.724 -3.462 -1.908
H -0.159 -3.806 -0.267
H 1.033 -3.182 -1.239

For reference, the natural (NBO) charges in units of e are:
1. C 0.341
2. C 0.365
3. C 0.400
4. C -0.462
5. C 0.029
6. C -0.299
7. N -0.405
8. N -0.346
9. N -0.441
10. N 0.090
11. O -0.403
12. O -0.406
13. H 0.235
14. H 0.235
15. H 0.213
16. H 0.233
17. H 0.244
18. H 0.247
19. H 0.250
20. H 0.251
21. H 0.224
22. H 0.203
23. H 0.202

---

Version x
Here is a gas-phase ion, C6H11N4O2 (charge +1) from the Open Molecules 2025 dataset. Energies are from wB97M-V/def2-TZVPD.

Values from the calculation:
SMILES string   [H]/N=C/[C@@](N)(C(=O)O)N1C=[NH+]CC1
Total charge   +1
HOMO-LUMO gap   10.2 eV
E_HOMO   -13.4 eV

Atoms and positions in Å:
C -0.082 0.519 -1.569
C 1.640 -1.295 0.064
C 2.340 1.288 -0.067
C -1.342 0.293 0.280
C -2.181 -0.039 -0.949
C 1.251 0.312 0.537
N 1.154 -1.610 -1.068
N -0.062 0.540 -0.246
N -1.298 0.317 -2.033
N 1.144 0.234 1.955
O 3.345 1.440 0.791
O 2.204 1.706 -1.164
H 0.728 0.914 -2.120
H 2.092 -1.732 0.883
H -1.627 1.195 0.771
H -1.213 -0.461 0.953
H -2.570 -1.082 -0.992
H -3.119 0.631 -1.079
H 1.307 -2.608 -1.258
H -1.533 0.305 -2.996
H 3.422 0.709 1.407
H 0.615 -0.641 2.342
H 0.756 1.001 2.509

For reference, the natural (NBO) charges in units of e are:
1. C 0.415
2. C 0.151
3. C 0.804
4. C -0.229
5. C -0.236
6. C 0.121
7. N -0.590
8. N -0.371
9. N -0.530
10. N -0.859
11. O -0.641
12. O -0.542
13. H 0.281
14. H 0.193
15. H 0.221
16. H 0.208
17. H 0.228
18. H 0.235
19. H 0.386
20. H 0.439
21. H 0.513
22. H 0.392
23. H 0.410

---

Energies relative to the minimum, hartree: version w 0.1580; version x 0.0000

---

Version w
Here is a molecular structure, C33H37ClO2Si2W from the Open Molecules 2025 dataset. Energies are from wB97M-V/def2-TZVPD.

Values from the calculation:
2S+1   3
Total charge   +2
HOMO-LUMO gap (alpha / beta)   4.7 / 4.7 eV
⟨S²⟩   2.0203
E_HOMO (alpha / beta)   -13.6 / -13.6 eV

Atoms and positions in Å:
C 3.005 1.639 2.268
C 2.235 0.526 2.778
C 3.106 -0.628 2.828
H 1.221 0.627 3.167
C 4.392 -0.239 2.298
C 4.328 1.159 1.976
H 5.153 1.787 1.648
H 2.672 2.672 2.216
H 2.861 -1.574 3.294
H 5.295 -0.844 2.252
W 2.905 0.072 0.817
Si -0.820 0.745 -0.747
C -1.899 0.113 0.717
C -3.289 0.156 0.555
H -3.730 0.628 -0.319
C -4.121 -0.507 1.451
H -5.188 -0.549 1.255
C -3.598 -1.168 2.560
H -4.247 -1.714 3.235
C -2.220 -1.154 2.773
H -1.797 -1.683 3.621
C -1.383 -0.507 1.871
H -0.318 -0.548 2.073
C 0.951 -0.260 -0.780
C 1.255 -1.355 0.085
H 0.503 -1.765 0.764
C 2.483 -2.055 -0.037
H 2.629 -2.951 0.555
C 3.496 -1.578 -0.881
H 4.428 -2.137 -0.977
C 3.328 -0.326 -1.497
H 4.144 0.127 -2.054
C 2.081 0.351 -1.401
H 1.951 1.322 -1.885
H -0.231 1.723 0.183
Si -1.007 -1.110 -2.338
C 0.102 -2.195 -3.368
C -0.080 -3.593 -3.381
H -0.971 -4.030 -2.938
C 0.902 -4.426 -3.931
H 0.776 -5.507 -3.879
C 2.031 -3.872 -4.532
H 2.819 -4.515 -4.926
C 2.157 -2.482 -4.638
H 3.014 -2.045 -5.148
C 1.184 -1.646 -4.079
H 1.260 -0.561 -4.162
C -2.395 -2.248 -1.731
C -2.162 -3.184 -0.703
H -1.141 -3.384 -0.375
C -3.232 -3.816 -0.061
H -3.035 -4.485 0.778
C -4.538 -3.593 -0.491
H -5.364 -4.108 -0.003
C -4.782 -2.713 -1.549
H -5.803 -2.535 -1.883
C -3.718 -2.035 -2.159
H -3.905 -1.292 -2.933
H -1.516 0.039 -3.179
Cl -1.349 2.357 -2.050
C 1.658 4.802 0.329
O 0.280 4.859 -0.037
C -0.524 5.809 0.653
C -1.128 5.197 1.908
O -0.071 4.544 2.576
C -0.511 3.689 3.629
H 2.210 5.090 -0.575
H 1.900 3.761 0.576
H 1.919 5.475 1.157
H 0.049 6.714 0.933
H -1.331 6.056 -0.054
H -1.517 6.000 2.547
H -1.929 4.501 1.623
H 0.341 3.553 4.307
H -1.359 4.118 4.194
H -0.817 2.705 3.230

For reference, the Löwdin charges in units of e are:
1. C -0.192
2. C -0.195
3. C -0.168
4. H 0.121
5. C -0.189
6. C -0.190
7. H 0.139
8. H 0.113
9. H 0.137
10. H 0.142
11. W 1.430
12. Si 0.297
13. C -0.291
14. C -0.097
15. H 0.111
16. C -0.055
17. H 0.122
18. C -0.048
19. H 0.119
20. C -0.056
21. H 0.117
22. C -0.113
23. H 0.065
24. C -0.340
25. C -0.224
26. H 0.109
27. C -0.140
28. H 0.140
29. C -0.100
30. H 0.146
31. C -0.148
32. H 0.138
33. C -0.204
34. H 0.132
35. H 0.034
36. Si 0.847
37. C -0.295
38. C -0.066
39. H 0.100
40. C -0.044
41. H 0.121
42. C -0.041
43. H 0.123
44. C -0.056
45. H 0.117
46. C -0.100
47. H 0.109
48. C -0.315
49. C -0.102
50. H 0.103
51. C -0.056
52. H 0.120
53. C -0.046
54. H 0.123
55. C -0.046
56. H 0.121
57. C -0.080
58. H 0.112
59. H 0.023
60. Cl 0.357
61. C -0.098
62. O -0.224
63. C -0.185
64. C -0.208
65. O -0.214
66. C -0.091
67. H 0.092
68. H 0.046
69. H 0.099
70. H 0.135
71. H 0.133
72. H 0.135
73. H 0.126
74. H 0.090
75. H 0.099
76. H 0.073

---

Version x
Here is a molecular structure, C33H37ClO2Si2W from the Open Molecules 2025 dataset. Energies are from wB97M-V/def2-TZVPD.

Values from the calculation:
2S+1   3
Total charge   +2
HOMO-LUMO gap (alpha / beta)   5.6 / 5.1 eV
⟨S²⟩   2.0336
E_HOMO (alpha / beta)   -13.5 / -13.5 eV

Atoms and positions in Å:
C -2.384 2.408 1.705
C -1.012 2.495 2.193
C -0.450 3.713 1.672
H -0.554 1.864 2.936
C -1.457 4.384 0.924
C -2.639 3.589 0.921
H -3.586 3.834 0.432
H -3.066 1.614 1.938
H 0.533 4.111 1.917
H -1.379 5.402 0.526
W -0.977 2.215 0.021
Si -0.922 -2.789 0.222
C 0.579 -2.295 1.274
C 1.460 -3.322 1.587
H 1.248 -4.335 1.240
C 2.610 -3.075 2.346
H 3.290 -3.902 2.555
C 2.869 -1.816 2.870
H 3.751 -1.641 3.479
C 1.965 -0.784 2.611
H 2.123 0.190 3.067
C 0.844 -1.022 1.821
H 0.143 -0.207 1.648
C 0.296 1.217 -1.431
C 0.940 2.346 -0.847
H 1.801 2.177 -0.211
C 0.484 3.643 -1.180
H 1.059 4.511 -0.859
C -0.585 3.776 -2.054
H -0.854 4.770 -2.403
C -1.414 2.717 -2.375
H -2.346 2.888 -2.923
C -1.025 1.418 -1.972
H -1.681 0.584 -2.193
H -1.667 -1.507 0.231
Si 1.325 -0.131 -1.939
C 1.598 0.190 -3.741
C 2.887 0.579 -4.154
H 3.756 0.205 -3.602
C 3.016 1.425 -5.258
H 3.993 1.841 -5.494
C 1.892 1.699 -6.047
H 1.991 2.395 -6.883
C 0.664 1.073 -5.789
H -0.177 1.222 -6.470
C 0.529 0.255 -4.663
H -0.380 -0.334 -4.512
C 2.762 -1.032 -1.132
C 3.755 -0.287 -0.481
H 3.633 0.792 -0.383
C 4.930 -0.882 -0.022
H 5.680 -0.285 0.476
C 5.141 -2.240 -0.212
H 6.053 -2.710 0.148
C 4.163 -2.998 -0.846
H 4.320 -4.060 -0.974
C 2.987 -2.408 -1.300
H 2.252 -3.006 -1.837
H -0.897 -3.729 -0.899
Cl -2.059 -4.267 1.165
C -4.840 -0.544 0.970
O -4.219 -1.828 1.032
C -4.627 -2.606 2.174
C -3.695 -2.361 3.361
O -3.541 -0.953 3.459
C -2.420 -0.555 4.262
H -5.551 -0.580 0.132
H -4.057 0.180 0.732
H -5.365 -0.267 1.893
H -5.675 -2.380 2.469
H -4.517 -3.651 1.836
H -4.191 -2.746 4.271
H -2.740 -2.892 3.174
H -2.584 0.497 4.521
H -2.317 -1.151 5.193
H -1.473 -0.638 3.687

For reference, the Löwdin charges in units of e are:
1. C -0.192
2. C -0.204
3. C -0.151
4. H 0.117
5. C -0.114
6. C -0.116
7. H 0.139
8. H 0.096
9. H 0.141
10. H 0.149
11. W 1.460
12. Si 0.338
13. C -0.372
14. C -0.120
15. H 0.110
16. C -0.062
17. H 0.120
18. C -0.062
19. H 0.117
20. C -0.083
21. H 0.106
22. C -0.145
23. H 0.048
24. C -0.440
25. C -0.265
26. H 0.124
27. C -0.115
28. H 0.154
29. C -0.060
30. H 0.148
31. C -0.076
32. H 0.150
33. C -0.269
34. H 0.133
35. H -0.038
36. Si 1.076
37. C -0.267
38. C -0.060
39. H 0.119
40. C -0.043
41. H 0.122
42. C -0.036
43. H 0.124
44. C -0.048
45. H 0.121
46. C -0.083
47. H 0.117
48. C -0.284
49. C -0.098
50. H 0.097
51. C -0.053
52. H 0.118
53. C -0.040
54. H 0.125
55. C -0.051
56. H 0.121
57. C -0.087
58. H 0.114
59. H -0.062
60. Cl 0.357
61. C -0.105
62. O -0.251
63. C -0.212
64. C -0.221
65. O -0.218
66. C -0.085
67. H 0.094
68. H 0.047
69. H 0.096
70. H 0.135
71. H 0.087
72. H 0.138
73. H 0.068
74. H 0.084
75. H 0.104
76. H 0.072

---

Energies relative to the minimum, hartree: version w 0.0051; version x 0.0000

---

Version w
Here is 2 unconnected molecules or ions with the total composition C5H7N2O from the Open Molecules 2025 dataset. Energies are from wB97M-V/def2-TZVPD.

Values from the calculation:
Total charge   +1
HOMO-LUMO gap   9.3 eV
E_HOMO   -13.8 eV

Atoms and positions in Å:
C -0.120 0.592 -2.041
C 0.264 0.496 -0.922
C -0.692 -1.201 0.215
C 1.885 2.444 2.693
C -1.570 -2.194 -1.902
N -1.179 -1.541 -0.953
N 0.187 -0.129 0.278
O 1.174 1.638 2.227
H -0.941 -1.870 1.002
H 2.052 3.512 2.272
H 2.489 2.165 3.580
H -0.285 0.803 -3.144
H -1.117 -3.160 -2.194
H -2.589 -1.932 -2.297
H 0.442 0.377 1.186

For reference, the natural (NBO) charges in units of e are:
1. C -0.196
2. C 0.114
3. C 0.358
4. C 0.348
5. C 0.107
6. N -0.330
7. N -0.570
8. O -0.576
9. H 0.256
10. H 0.132
11. H 0.127
12. H 0.281
13. H 0.225
14. H 0.224
15. H 0.501

---

Version x
Here is a molecular structure, C5H7N2O from the Open Molecules 2025 dataset. Energies are from wB97M-V/def2-TZVPD.

Values from the calculation:
Total charge   +1
HOMO-LUMO gap (alpha / beta)   7.1 / 7.6 eV
E_HOMO (alpha / beta)   -13.1 / -13.0 eV

Atoms and positions in Å:
C 0.918 1.705 1.271
C -0.074 1.622 0.341
C -0.222 -1.676 1.817
C 0.628 -0.362 0.073
C -0.908 0.402 -1.713
N 1.501 0.629 0.589
N -0.518 0.335 -0.253
O -1.375 -1.534 1.717
H 0.524 -2.007 2.640
H 1.044 -1.161 -0.697
H -1.754 1.070 -1.994
H -0.142 0.873 -2.384
H -0.886 -0.615 -2.195
H 2.454 0.747 0.408
H -1.190 -0.029 0.379

For reference, the natural (NBO) charges in units of e are:
1. C 0.001
2. C 0.181
3. C 0.481
4. C -0.011
5. C -0.455
6. N -0.470
7. N -0.488
8. O -0.438
9. H 0.238
10. H 0.270
11. H 0.278
12. H 0.259
13. H 0.251
14. H 0.438
15. H 0.465

---

Energies relative to the minimum, hartree: version w 0.0000; version x 0.2109

---

Version w
Here is 2 unconnected molecules or ions with the total composition C2H4NO4 from the Open Molecules 2025 dataset. Energies are from wB97M-V/def2-TZVPD.

Values from the calculation:
Total charge   -1
HOMO-LUMO gap   9.6 eV
E_HOMO   -5.4 eV

Atoms and positions in Å:
C 1.206 -1.130 -0.695
C -1.140 1.669 0.614
N 0.112 -1.441 0.077
O 1.971 -2.018 -1.139
O 1.467 0.133 -0.877
O -1.905 0.645 0.499
O -0.045 1.847 0.088
H -1.622 2.377 1.443
H -0.312 -2.330 0.274
H 0.750 0.914 -0.645
H -0.482 -0.665 0.360

For reference, the natural (NBO) charges in units of e are:
1. C 0.888
2. C 0.654
3. N -0.888
4. O -0.734
5. O -0.740
6. O -0.787
7. O -0.745
8. H 0.031
9. H 0.386
10. H 0.518
11. H 0.418

---

Version x
Here is a gas-phase ion, C2H4NO4 (charge -1) from the Open Molecules 2025 dataset. Energies are from wB97M-V/def2-TZVPD.

Values from the calculation:
SMILES string   NO[C@H](O)C(=O)[O-]
Total charge   -1
HOMO-LUMO gap   8.8 eV
E_HOMO   -4.7 eV

Atoms and positions in Å:
C 0.291 1.082 1.305
C -0.210 0.501 -0.079
N -0.633 -1.863 -0.766
O 1.542 1.175 1.278
O -0.518 1.374 2.171
O 0.839 0.412 -0.907
O -0.727 -1.046 0.362
H -1.118 0.921 -0.511
H 0.285 -1.674 -1.186
H -1.332 -1.533 -1.444
H 1.582 0.652 -0.223

For reference, the natural (NBO) charges in units of e are:
1. C 0.727
2. C 0.243
3. N -0.533
4. O -0.775
5. O -0.711
6. O -0.756
7. O -0.468
8. H 0.142
9. H 0.332
10. H 0.295
11. H 0.504

---

Energies relative to the minimum, hartree: version w 0.0000; version x 0.1126